(1)
Computed, not measured: a molecular structure, C11H22AlBO5, with ωB97M-V with the def2-TZVPD basis set.

Last column: natural (NBO) charge in e.
Cartesian coordinates (Å):
Al -0.5264 2.7617 1.6251  0.997
B 2.4824 5.7901 1.5405  -0.428
H 3.1338 6.5787 1.1967  0.150
H 2.0376 5.2219 0.7383  0.119
H 2.9505 5.0419 2.1612  0.121
H 1.7132 6.2463 2.1442  0.123
O 2.6154 0.7157 -1.5269  -0.444
C 3.0084 -0.0915 -2.3817  0.805
O 2.4790 -0.2588 -3.6195  -0.443
C 2.9232 -1.4671 -4.2222  -0.081
C 4.2956 -1.5585 -3.5869  -0.424
C 4.0965 -1.0305 -2.1859  -0.528
H 3.0906 -1.2896 -5.2845  0.230
H 2.2385 -2.3004 -4.0644  0.203
H 5.1368 -1.0373 -4.0438  0.240
H 4.5866 -2.6075 -3.5311  0.240
H 4.9987 -0.6911 -1.6770  0.277
H 3.7264 -1.8318 -1.5463  0.259
O -2.5218 -0.0115 -2.1054  -0.499
C -2.9796 -0.6923 -3.0052  0.804
O -2.8375 -0.4242 -4.2678  -0.443
C -3.5045 -1.3317 -5.1586  -0.066
C -3.7827 -2.5329 -4.2720  -0.433
C -3.7045 -1.9940 -2.8514  -0.516
H -3.0236 -1.5515 -6.1118  0.225
H -4.4493 -0.8451 -5.4011  0.191
H -2.8710 -3.1036 -4.4493  0.217
H -4.6971 -3.0585 -4.5472  0.254
H -3.2360 -2.5537 -2.0419  0.258
H -4.6824 -1.7441 -2.4398  0.255
C -1.2085 1.4126 7.9807  -0.716
C -1.1050 0.2993 6.9737  0.632
O -0.9015 0.6067 5.7902  -0.438
C -1.3929 -1.1703 7.2884  -0.710
H -0.3580 2.0872 7.8824  0.259
H -1.2163 1.0828 9.0196  0.253
H -2.1193 1.9976 7.8531  0.272
H -1.9837 -1.3981 8.1756  0.258
H -0.4478 -1.6745 7.4905  0.271
H -1.9640 -1.5926 6.4616  0.255

The HOMO energy is -14.82 eV. The value obtained for the max |F| is 5.65 eV Å⁻¹. The HOMO-LUMO gap is 1.7 eV. As for the total charge: +2. The calculation puts the electronic energy at -29246.3962 eV. The value obtained for the lowest unoccupied orbital energy is -13.12 eV. As for the spin multiplicity: 1. As for the energy above the lowest of the compared OMol25 structures with the same formula, charge and spin: 2.3494 eV.

=====

(2)
Computed, not measured: 3 unconnected molecules or ions with the total composition C11H22BrO9S, with ωB97M-V with the def2-TZVPD basis set.

Last column: natural (NBO) charge in e.
Cartesian coordinates (Å):
C 0.0199 -1.5758 1.5816  -0.635
C 0.7262 -0.7352 0.5146  -0.184
Br -0.5019 0.7192 -0.0682  -0.102
C 1.2075 -1.5422 -0.6903  -0.729
S 2.9558 -1.2329 -1.0300  2.416
O 3.3487 -2.3001 -1.9366  -1.025
O 2.9509 0.1034 -1.6136  -1.043
O 3.5951 -1.2982 0.2869  -1.044
H -0.7883 -1.0241 2.0561  0.216
H 0.7496 -1.8603 2.3429  0.217
H -0.3847 -2.4878 1.1442  0.212
H 1.5642 -0.1943 0.9426  0.248
H 0.6794 -1.2457 -1.5955  0.239
H 1.0609 -2.6103 -0.5376  0.221
C 4.0844 2.8152 -0.7421  -0.640
C 4.5102 4.2604 -0.8477  -0.071
O 3.3758 5.1599 -0.8336  -0.496
C 2.8673 5.4224 0.3576  0.984
O 3.2979 5.0761 1.4268  -0.652
O 1.7502 6.1472 0.1839  -0.504
C 1.0478 6.4302 1.3920  -0.254
H 3.3658 2.5559 -1.5155  0.244
H 4.9426 2.1553 -0.8574  0.230
H 3.6272 2.6054 0.2237  0.224
H 4.9877 4.4575 -1.8064  0.180
H 5.1977 4.5522 -0.0531  0.184
H 1.7033 6.9005 2.1227  0.189
H 0.6332 5.5156 1.8141  0.193
H 0.2449 7.1086 1.1160  0.185
C -4.2891 -3.1204 -2.5422  -0.639
C -5.0443 -2.4932 -1.3918  -0.072
O -5.2849 -3.4358 -0.3282  -0.501
C -4.2346 -3.6580 0.4614  0.976
O -3.1577 -3.1367 0.3681  -0.634
O -4.5860 -4.5546 1.3876  -0.502
C -3.5302 -4.8921 2.2931  -0.256
H -4.8126 -4.0069 -2.9036  0.204
H -4.2066 -2.4064 -3.3616  0.219
H -3.2842 -3.4073 -2.2377  0.234
H -6.0392 -2.1787 -1.7019  0.183
H -4.5134 -1.6299 -0.9925  0.205
H -3.1114 -3.9977 2.7489  0.200
H -2.7428 -5.4344 1.7721  0.192
H -3.9823 -5.5258 3.0503  0.189

The HOMO energy is -5.24 eV. The value obtained for the max |F| is 0.35 eV Å⁻¹. The HOMO-LUMO gap is 7.7 eV. As for the total charge: -1. The calculation puts the electronic energy at -111071.8229 eV. The value obtained for the lowest unoccupied orbital energy is 2.46 eV. As for the spin multiplicity: 1.

=====

(3)
Computed, not measured: a molecular structure, C11H22IN3O3PS, with ωB97M-V with the def2-TZVPD basis set.

Last column: natural (NBO) charge in e.
Cartesian coordinates (Å):
C 1.0644 -4.7070 -1.1717  -0.298
C 0.4156 -3.6775 -1.6948  -0.246
C -1.0485 -3.6505 -2.0285  -0.294
N -2.0225 -3.4689 -0.8420  -0.894
S -3.2269 -2.1859 -1.2584  0.288
I -1.1448 -2.7337 0.9533  0.580
P -3.0137 -4.9458 -0.5010  2.480
O -3.8123 -4.7566 0.6878  -1.010
O -1.9943 -6.1464 -0.4310  -0.956
O -3.8649 -5.1337 -1.8251  -0.958
H 0.5905 -5.6511 -0.9287  0.172
H 2.1152 -4.6261 -0.9294  0.236
H 0.9799 -2.7878 -1.9458  0.239
H -1.3296 -4.5400 -2.5982  0.203
H -1.2237 -2.8060 -2.6890  0.255
H -3.6363 -2.7141 -2.4239  0.128
H -1.2492 -6.1125 -1.0456  0.511
H -3.3411 -5.4745 -2.5643  0.512
C 2.7830 0.6771 1.0525  -0.612
C 1.9311 1.6175 1.8946  -0.381
C 1.6053 1.0525 3.2834  -0.525
C 0.7662 -0.1354 3.1825  0.392
N 0.0987 -1.0643 3.1014  -0.425
H 2.2552 -0.2557 0.8412  0.197
H 3.0259 1.1433 0.0990  0.236
H 3.7185 0.4322 1.5589  0.207
H 1.0072 1.8463 1.3613  0.220
H 2.4615 2.5610 2.0276  0.219
H 1.0797 1.7968 3.8834  0.264
H 2.5196 0.8017 3.8237  0.257
C 0.6259 5.8689 1.0597  -0.612
C 0.3786 6.2364 -0.3985  -0.379
C -0.4916 5.2087 -1.1307  -0.516
C 0.1692 3.9098 -1.2461  0.313
N 0.6950 2.8942 -1.3456  -0.369
H 1.1861 4.9353 1.1427  0.204
H 1.2029 6.6470 1.5575  0.225
H -0.3153 5.7522 1.6003  0.205
H 1.3315 6.3474 -0.9178  0.213
H -0.1239 7.2029 -0.4485  0.216
H -0.7258 5.5637 -2.1352  0.257
H -1.4425 5.0785 -0.6109  0.246

The HOMO energy is -13.40 eV. The value obtained for the max |F| is 1.28 eV Å⁻¹. The HOMO-LUMO gap is 8.8 eV. As for the total charge: +1. The calculation puts the electronic energy at -50594.7634 eV. The value obtained for the lowest unoccupied orbital energy is -4.61 eV. As for the spin multiplicity: 1.

=====

(4)
Computed, not measured: 2 unconnected molecules or ions with the total composition C11H22N2O5P, with ωB97M-V with the def2-TZVPD basis set.

Last column: natural (NBO) charge in e.
Cartesian coordinates (Å):
C -1.8370 -5.3743 -3.5648  -0.397
C -1.0325 -6.2805 -2.6588  -0.302
C -0.1825 -5.6858 -1.3898  0.740
O -0.7510 -5.8360 -0.1609  -0.542
O 1.1456 -5.0563 -1.4344  -0.515
C 1.2594 -4.0545 -2.5051  -0.091
C 0.6896 -2.5607 -2.1186  -0.452
C 1.8457 -1.3809 -2.3358  -0.409
C 1.7438 -0.1595 -1.2468  -0.429
C 0.8895 1.1557 -1.7823  -0.412
C 0.5455 2.0939 -0.4452  -0.444
C 1.9290 2.6225 0.2578  -0.997
P 1.6258 4.1648 1.3722  1.161
O -0.0473 4.2224 1.9311  -1.060
O 2.5703 3.9334 2.8326  -1.023
H -2.9776 -5.1112 -3.3330  0.228
H -1.3149 -4.9113 -4.5251  0.214
H -1.0599 -7.4408 -2.8985  0.246
H 2.4286 -3.9144 -2.7018  0.203
H 0.7999 -4.3687 -3.5345  0.180
H 0.1972 -2.5368 -1.0541  0.238
H -0.1636 -2.2982 -2.9059  0.204
H 1.8400 -0.9469 -3.4458  0.206
H 2.9358 -1.8506 -2.2072  0.191
H 2.8389 0.2405 -1.0359  0.236
H 1.2655 -0.4872 -0.2266  0.208
H -0.1404 0.8156 -2.2736  0.170
H 1.5190 1.8216 -2.5473  0.206
H -0.0186 1.4248 0.3639  0.164
H -0.1486 3.0141 -0.7066  0.197
H 2.2889 1.7842 1.0133  0.137
H -0.0460 4.9348 2.6546  0.492
H 2.3851 3.0090 3.1808  0.453
C -2.5422 4.7238 4.7427  0.765
O -1.7499 5.5418 4.3029  -0.664
N -2.7904 4.5855 6.0576  -0.849
N -3.2382 3.8872 3.9518  -0.842
H -3.4393 3.9178 6.4388  0.380
H -2.2872 5.1963 6.6879  0.406
H -3.0809 3.9583 2.9550  0.425
H -3.8950 3.2069 4.2954  0.378

The HOMO energy is -2.33 eV. The value obtained for the max |F| is 9.26 eV Å⁻¹. The HOMO-LUMO gap is 2.3 eV. As for the total charge: -1. The calculation puts the electronic energy at -34261.0734 eV. The value obtained for the lowest unoccupied orbital energy is -0.07 eV. As for the spin multiplicity: 1. As for the energy above the lowest of the compared OMol25 structures with the same formula, charge and spin: 5.8748 eV.

=====

(5)
Computed, not measured: a gas-phase ion, C11H22N3O (charge +1), with ωB97M-V with the def2-TZVPD basis set.

Last column: natural (NBO) charge in e.
Cartesian coordinates (Å):
C -2.8888 -1.4805 0.1366  -0.635
C -1.4998 -0.8886 0.2762  0.101
C -0.4787 -1.7221 0.3362  -0.121
N 0.9441 -1.2759 0.5660  -0.399
C 1.8283 -2.4183 0.1617  -0.418
C 1.1495 -0.0377 -0.2619  0.278
C 1.0753 -0.3622 -1.6851  -0.688
C 2.6179 0.3595 0.2322  0.657
N 2.7350 0.5001 1.5581  -0.844
O 3.4938 0.4946 -0.5868  -0.559
N 0.2738 1.0025 0.2167  -0.502
C 0.6200 2.2918 -0.3567  -0.407
C -1.2582 0.6144 0.1202  0.107
C -1.9375 1.4014 1.3061  -0.614
C -1.9321 1.1055 -1.1766  -0.638
H -3.6970 -0.8364 0.6598  0.238
H -2.9610 -2.3842 0.6483  0.236
H -3.0251 -1.4992 -0.8899  0.240
H -0.6621 -2.7462 0.4840  0.225
H 1.0006 -0.9891 1.5851  0.464
H 1.6842 -2.7624 -0.8205  0.242
H 2.8453 -2.0345 0.1163  0.248
H 1.6444 -3.2829 0.6613  0.238
H 0.3756 -1.0997 -1.6773  0.223
H 2.0118 -0.6602 -2.0335  0.262
H 0.8536 0.4802 -2.3496  0.253
H 1.8704 0.6982 1.9810  0.387
H 3.5003 1.0660 2.0814  0.445
H 0.6995 2.0886 -1.4326  0.186
H 0.0012 3.0418 -0.0735  0.221
H 1.7021 2.6069 -0.0670  0.221
H -1.8887 2.5240 1.0389  0.224
H -1.4639 1.3169 2.2520  0.222
H -2.9693 1.0450 1.5314  0.229
H -2.9272 0.9198 -1.2324  0.232
H -1.4355 0.7518 -2.0765  0.219
H -1.9021 2.1710 -1.2295  0.229

As for the SMILES: CC1=C[N@@H+](C)[C@](C)(C(N)=O)N(C)C1(C)C. The HOMO energy is -12.84 eV. The value obtained for the max |F| is 4.91 eV Å⁻¹. The HOMO-LUMO gap is 10.2 eV. As for the total charge: +1. The calculation puts the electronic energy at -18273.1768 eV. The value obtained for the lowest unoccupied orbital energy is -2.67 eV. As for the spin multiplicity: 1. As for the energy above the lowest of the compared OMol25 structures with the same formula, charge and spin: 0.9119 eV.

=====

> Which of these has the lowest max |F|?

C11H22BrO9S

=====

> The highest max |F| belongs to which entry?

C11H22N2O5P

=====

> HOMO energy of number 2 (C11H22BrO9S)?

-5.24 eV

=====

> Which of these has the highest HOMO-LUMO gap?

C11H22N3O